Computed, not measured: C23H29N7O3 in the gas phase at a distorted geometry, with ωB97M-V/def2-TZVPD.

Computed properties:
- E_tot: -40893.5689 eV
- Energy above the lowest of the compared OMol25 structures with the same formula, charge and spin: 372.37 kJ/mol

ORCA input file:
```
! RIJCOSX wB97M-V def2-TZVPD def2/J DEFGRID3
* xyz 0 1
C -1.4300 8.8356 -0.0322
O -0.1819 8.2403 -0.2745
C -0.1377 6.8820 -0.4525
C -1.2305 6.0270 -0.3983
C -1.0649 4.6687 -0.5926
C 0.1887 4.1008 -0.8340
N 0.2980 2.7362 -1.0820
C -0.4160 1.7944 -0.2459
C 0.4238 1.4227 0.9894
N 1.6968 0.8730 0.5607
C 1.9228 -0.4479 0.7269
O 1.1915 -1.1299 1.4293
C 3.1042 -1.0877 0.0039
C 2.6062 -2.4129 -0.5887
C 1.3298 -2.1461 -1.2984
N 1.0500 -1.1148 -2.0648
N -0.2398 -1.1407 -2.3960
C -0.7750 -2.1999 -1.8250
C -2.0776 -2.7371 -1.7888
C -2.2824 -3.8473 -1.0365
C -1.1903 -4.4483 -0.3164
N -1.3551 -5.6099 0.3811
C -2.5809 -5.9185 1.0901
C -2.4994 -5.3516 2.5168
O -1.3842 -5.8646 3.2031
C -0.1812 -5.5668 2.5226
C -0.2094 -6.1401 1.1023
N 0.0304 -3.9646 -0.3783
N 0.2021 -2.8725 -1.1132
C 2.4234 1.8146 -0.2618
C 1.5609 2.1630 -1.4888
C 1.2777 4.9787 -0.8942
C 1.1157 6.3354 -0.7117
H -2.1224 8.6764 -0.8661
H -1.8846 8.4605 0.8915
H -1.2344 9.9019 0.0725
H -2.2249 6.4040 -0.2158
H -1.9445 4.0439 -0.5753
H -1.3685 2.2068 0.0795
H -0.6048 0.8951 -0.8407
H -0.0838 0.6694 1.5926
H 0.6039 2.3174 1.5960
H 3.9096 -1.2707 0.7171
H 3.4682 -0.4672 -0.8088
H 3.3543 -2.8306 -1.2657
H 2.3940 -3.1330 0.2031
H -2.8621 -2.2589 -2.3515
H -3.2595 -4.2989 -1.0004
H -3.4529 -5.5156 0.5800
H -2.6716 -7.0082 1.1385
H -3.3768 -5.6391 3.0988
H -2.4391 -4.2526 2.4639
H 0.6185 -6.0173 3.1112
H -0.0311 -4.4789 2.4712
H 0.6992 -5.8778 0.5649
H -0.3213 -7.2274 1.1462
H 3.3923 1.4241 -0.5616
H 2.5894 2.7162 0.3407
H 2.0837 2.8426 -2.1601
H 1.3438 1.2348 -2.0296
H 2.2744 4.6135 -1.0841
H 1.9651 6.9988 -0.7595
*
```

natural (NBO) population analysis, charges in e, atoms 1 to 2: -0.249, -0.499